(1)
C6H8Cl3FS | ωB97M-V/def2-TZVPD

Summary:
HOMO level (hartree): -0.2652

Positions of all 19 atoms, in Å:
C: 0.61 -4.45 -0.62
C: -0.40 -3.50 -1.27
C: 0.17 -2.14 -1.49
C: -0.21 -0.96 -1.00
C: -0.05 1.21 0.91
C: 1.36 1.61 0.56
H: 0.18 -5.45 -0.50
H: 0.90 -4.08 0.37
H: 1.51 -4.53 -1.23
H: -1.31 -3.41 -0.66
H: -0.71 -3.90 -2.25
H: 0.32 -0.05 -1.25
H: -0.03 0.23 1.39
H: 1.80 0.90 -0.15
F: 1.25 -2.15 -2.29
S: 2.20 2.86 1.11
Cl: -1.57 -0.76 0.05
Cl: -0.88 2.31 2.01
Cl: -0.96 1.00 -0.61


(2)
C14H38N2O8PSn4 | ωB97M-V/def2-TZVPD

Summary:
Charge: +5
HOMO level (hartree): -0.7367
Energy above the lowest of the compared OMol25 structures with the same formula, charge and spin (kcal/mol): 11.89

Positions of all 67 atoms, in Å:
Sn: -2.71 -2.44 3.12
Sn: -2.40 3.87 0.00
Sn: -5.74 1.08 1.50
Sn: -2.44 2.47 4.52
P: -2.28 0.61 1.53
O: -3.22 0.36 2.78
O: -3.18 0.80 0.26
O: -1.45 -0.69 1.44
O: -1.41 1.88 1.87
C: 2.13 -2.41 0.19
C: 0.83 -3.11 0.38
C: 1.04 -4.62 0.61
O: 0.21 -2.65 1.60
H: 2.88 -2.51 0.98
H: 2.12 -1.33 0.05
H: 2.66 -2.83 -0.67
H: 0.17 -3.11 -0.49
H: 0.33 -5.14 1.25
H: 2.05 -4.86 0.92
H: 0.87 -5.09 -0.37
H: -0.23 -1.80 1.39
C: 2.87 1.06 3.68
C: 1.46 0.48 3.72
C: 1.26 -0.31 5.01
O: 0.48 1.53 3.79
H: 3.23 1.09 2.65
H: 3.55 0.50 4.32
H: 2.88 2.08 4.05
H: 1.16 -0.16 2.88
H: 1.30 0.37 5.86
H: 2.00 -1.09 5.18
H: 0.26 -0.77 5.02
H: 0.14 1.67 2.90
C: 1.20 2.51 -2.99
C: 1.41 2.40 -1.44
C: 2.16 3.57 -0.80
O: 3.37 3.76 -1.50
C: 4.20 4.81 -1.06
N: 0.06 2.27 -0.85
H: 0.39 1.88 -3.37
H: 2.11 2.35 -3.56
H: 0.85 3.53 -3.23
H: 1.89 1.42 -1.43
H: 2.40 3.39 0.25
H: 1.50 4.45 -0.81
H: 4.57 4.77 -0.03
H: 3.62 5.73 -1.12
H: 5.09 4.86 -1.68
H: 0.25 2.02 0.11
H: -0.50 1.52 -1.27
C: -1.09 -1.27 -3.79
C: -2.15 -0.80 -2.79
C: -3.00 -1.96 -2.21
O: -3.59 -2.44 -3.40
C: -4.72 -3.24 -3.10
N: -1.36 -0.23 -1.67
H: -0.72 -0.54 -4.51
H: -1.39 -1.92 -4.62
H: -0.28 -1.84 -3.34
H: -2.81 -0.12 -3.33
H: -3.70 -1.69 -1.41
H: -2.40 -2.80 -1.85
H: -4.52 -4.19 -2.59
H: -5.30 -3.44 -3.99
H: -5.47 -2.74 -2.46
H: -1.94 0.10 -0.89
H: -0.95 -1.05 -1.21


(3)
C25H20Br2KN3O2 | ωB97M-V/def2-TZVPD

Summary:
HOMO level (hartree): -0.2525
Energy above the lowest of the compared OMol25 structures with the same formula, charge and spin (kcal/mol): 15.54

Positions of all 53 atoms, in Å:
K: -0.31 0.19 -0.67
Br: 5.61 -4.38 0.28
C: 4.12 -3.23 0.18
C: 4.17 -1.97 0.74
C: 3.04 -1.18 0.62
N: 1.93 -1.57 0.01
C: 1.88 -2.79 -0.52
C: 2.97 -3.66 -0.46
C: 0.60 -3.18 -1.19
C: 0.42 -4.41 -1.82
C: -0.80 -4.66 -2.42
Br: -1.08 -6.31 -3.29
C: -1.81 -3.72 -2.39
C: -1.53 -2.53 -1.74
N: -0.37 -2.27 -1.15
H: 5.06 -1.61 1.24
H: 3.03 -0.18 1.05
H: 2.93 -4.65 -0.89
H: 1.20 -5.15 -1.86
H: -2.77 -3.90 -2.86
H: -2.29 -1.75 -1.68
C: 2.30 5.24 5.46
C: 1.50 5.67 4.26
C: 1.66 6.96 3.75
C: 0.93 7.37 2.65
C: 0.04 6.51 2.04
C: -0.15 5.22 2.54
N: -1.01 4.29 1.93
C: -2.07 4.57 1.07
C: -2.88 5.71 1.28
C: -3.96 5.97 0.46
C: -4.28 5.11 -0.58
C: -3.52 3.97 -0.77
C: -2.42 3.68 0.03
C: -1.70 2.39 -0.26
O: -2.07 1.72 -1.26
O: -0.75 1.99 0.50
C: 0.59 4.80 3.67
C: 0.39 3.41 4.24
H: 3.04 6.00 5.73
H: 2.83 4.30 5.27
H: 1.66 5.07 6.33
H: 2.37 7.63 4.22
H: 1.07 8.37 2.25
H: -0.49 6.82 1.16
H: -0.62 3.37 1.73
H: -2.65 6.36 2.11
H: -4.57 6.85 0.64
H: -5.13 5.31 -1.22
H: -3.76 3.28 -1.56
H: -0.57 3.00 3.93
H: 0.42 3.43 5.33
H: 1.17 2.73 3.89


(4)
C23H23LaN11 | ωB97M-V/def2-TZVPD

Summary:
Charge: -1
HOMO level (hartree): -0.2004
Energy above the lowest of the compared OMol25 structures with the same formula, charge and spin (kcal/mol): 0.00

Positions of all 58 atoms, in Å:
La: 0.76 -0.15 0.95
N: 2.33 -1.54 -1.14
C: 1.31 -1.45 -2.11
C: 1.52 -0.69 -3.26
C: 0.50 -0.51 -4.19
C: -0.74 -1.09 -3.98
C: -0.94 -1.86 -2.84
C: 0.06 -2.08 -1.90
C: -0.16 -2.98 -0.72
C: -0.75 -4.23 -0.96
C: -0.96 -5.11 0.09
C: -0.59 -4.74 1.38
C: -0.02 -3.49 1.60
C: 0.22 -2.57 0.56
H: 3.22 -1.17 -1.44
H: 2.40 -2.45 -0.70
H: 2.49 -0.23 -3.42
H: 0.68 0.09 -5.07
H: -1.55 -0.94 -4.68
H: -1.91 -2.31 -2.65
H: -1.02 -4.52 -1.97
H: -1.40 -6.09 -0.09
H: -0.74 -5.42 2.21
H: 0.23 -3.22 2.62
C: 0.09 3.27 0.20
N: 0.12 2.16 -0.75
C: 0.96 2.54 -1.89
C: -1.23 1.84 -1.25
C: -2.16 1.34 -0.16
C: -3.50 1.71 -0.19
C: -4.38 1.25 0.79
C: -3.89 0.43 1.80
C: -2.54 0.07 1.81
C: -1.63 0.51 0.83
H: -0.31 4.18 -0.27
H: 1.10 3.47 0.56
H: -0.55 3.01 1.05
H: 0.54 3.42 -2.39
H: 0.99 1.72 -2.61
H: 1.97 2.75 -1.56
H: -1.11 1.08 -2.02
H: -1.66 2.73 -1.74
H: -3.87 2.36 -0.98
H: -5.42 1.54 0.78
H: -4.55 0.08 2.59
H: -2.19 -0.56 2.62
N: 2.63 2.10 3.40
C: 1.79 1.14 3.93
N: 1.40 1.14 5.19
N: 0.58 0.06 5.28
N: 0.50 -0.55 4.16
N: 1.28 0.12 3.25
C: 3.08 2.15 2.09
N: 3.87 3.10 1.65
N: 4.07 2.79 0.35
N: 3.44 1.71 0.04
N: 2.78 1.26 1.15
H: 2.90 2.86 4.00


| no. | frontier orbital gap (eV) | E_LUMO (eV) |
| --- | --- | --- |
| 1 | 6.403 | -0.812 |
| 2 | 1.764 | -18.282 |
| 3 | 5.998 | -0.873 |
| 4 | 7.907 | 2.454 |